{
  "formula": "C20H19CuOP",
  "method": "ωB97M-V/def2-TZVPD",
  "elements": ["Cu", "C", "H", "H", "H", "H", "H", "O", "C", "C", "C", "C", "C", "C", "C", "P", "C", "C", "C", "C", "C", "C", "C", "C", "C", "C", "C", "C", "H", "H", "H", "H", "H", "H", "H", "H", "H", "H", "H", "H", "H", "H"],
  "coordinates": [[2.27, -0.60, -1.16], [2.87, -1.91, -2.50], [2.04, -2.51, -2.06], [2.64, -1.71, -3.53], [3.78, -2.49, -2.36], [3.83, -0.52, -1.68], [3.84, -0.02, -1.06], [2.48, -1.66, 1.27], [1.57, -1.69, 0.47], [0.26, -2.34, 0.50], [0.11, -3.52, 1.24], [-1.16, -4.02, 1.48], [-2.30, -3.36, 0.99], [-2.16, -2.19, 0.26], [-0.89, -1.64, 0.05], [-0.83, -0.11, -0.92], [-1.83, 1.00, 0.17], [-2.65, 1.95, -0.48], [-3.48, 2.77, 0.29], [-3.47, 2.66, 1.69], [-2.65, 1.72, 2.31], [-1.83, 0.89, 1.56], [0.78, 0.71, -0.77], [1.38, 1.12, 0.47], [2.15, 2.29, 0.56], [2.43, 3.06, -0.59], [1.89, 2.66, -1.83], [1.16, 1.48, -1.95], [1.03, -4.00, 1.56], [-1.23, -4.96, 2.04], [-3.28, -3.77, 1.22], [-3.04, -1.67, -0.09], [-2.69, 2.00, -1.58], [-4.12, 3.51, -0.20], [-4.09, 3.32, 2.29], [-2.62, 1.63, 3.38], [-1.25, 0.11, 2.04], [1.10, 0.56, 1.37], [2.43, 2.68, 1.56], [2.92, 4.05, -0.48], [1.95, 3.37, -2.68], [0.66, 1.20, -2.87]],
  "lowdin_spin": [0.200, 0.096, -0.003, 0.015, 0.004, 0.011, 0.020, 0.196, 0.280, 0.058, 0.012, 0.003, -0.001, 0.000, 0.000, -0.001, -0.001, 0.000, 0.000, 0.000, 0.000, 0.000, 0.003, 0.032, 0.018, 0.021, 0.013, 0.018, 0.001, 0.001, 0.000, 0.000, 0.000, 0.000, 0.000, 0.000, 0.000, 0.001, 0.000, 0.001, 0.000, 0.002],
  "orbital_gap_ev": [6.6, 6.0],
  "largest_force_ha_per_bohr": 0.04473,
  "spin_multiplicity": 2,
  "s2": 0.76,
  "lumo_energy_ev": [-0.04, -0.61],
  "total_energy_ha": -2830.39188
}